15
Properties=species:S:1:pos:R:3:forces:R:3 method="wB97M-V/def2-TZVPD" total_energy_ev=-14496.5774 e_lumo_ev=-4.98 max_force_ev_per_a=4.01 charge=+1 de_lowest_kcal_mol=64.5 homo_ev=-12.952
C -0.95904 1.26760 1.29591 1.3 2.3 1.2
C 0.79756 0.21842 -0.73097 1.5 -0.5 -0.4
N -1.41274 -1.09866 0.12637 -0.4 -0.6 0.5
N 1.76367 1.06001 -0.96153 2.3 3.0 1.4
P -0.87112 0.40334 -0.30398 -0.8 1.5 0.7
H -0.23961 1.01236 2.12660 -0.8 -0.5 -1.1
H -1.95769 1.31493 1.69282 -0.7 -0.8 0.0
H -0.83240 2.38280 1.24160 0.3 -0.8 -0.7
H 1.10262 -0.74234 -1.14797 -0.6 -0.1 0.0
H -1.31065 -1.78589 -0.60299 -0.6 -0.3 0.1
H -2.32277 -1.09100 0.61606 0.8 -0.2 -0.6
H 1.94740 2.05533 -0.51060 -1.3 -2.7 -1.2
H 1.07411 -2.92076 -0.47003 -0.7 0.1 -0.7
H 2.66566 0.71984 -1.34308 -1.1 0.1 0.1
H 0.55500 -2.79599 -1.02821 0.8 -0.3 0.7


64
Properties=species:S:1:pos:R:3:forces:R:3 method="wB97M-V/def2-TZVPD" total_energy_ev=-49952.8184 e_lumo_ev=-1.31 max_force_ev_per_a=5.50 charge=0 homo_ev=-9.767 smiles="O=C1c2ccccc2C(=O)c2ccccc21.O=C1c2ccccc2C(=O)c2ccccc21.CCOCOC(=O)O"
C 2.40328 -3.67952 3.84333 0.3 -0.9 0.9
C 1.50393 -3.00347 5.00399 0.2 0.7 -2.3
O 2.21716 -2.78812 6.24462 -1.1 -2.1 0.5
C 2.09926 -3.93577 7.12953 -0.7 2.3 -0.6
O 3.07670 -4.90755 6.67330 -2.9 -1.9 1.5
C 2.72869 -6.23923 7.01744 4.1 -3.6 0.8
O 3.67080 -7.03585 7.28408 -4.0 3.5 -1.1
O 1.41787 -6.77706 7.03789 1.7 2.5 -1.0
H 2.49245 -4.79792 4.11566 0.0 1.7 -0.6
H 1.91672 -3.61823 2.80461 0.6 0.2 1.7
H 3.48468 -3.27407 3.84467 -1.9 -0.4 -0.1
H 1.18843 -1.96871 4.61294 0.4 -1.5 0.9
H 0.55805 -3.64073 5.09533 1.2 0.9 0.3
H 1.01233 -4.28795 7.08192 1.5 0.0 0.0
H 2.27912 -3.54547 8.18936 0.3 -0.8 -1.5
H 0.86353 -6.26412 6.40603 0.3 -0.4 0.6
C -4.45051 -0.19950 -0.42370 0.2 -0.1 -0.1
C -4.10815 -0.72814 0.81895 0.2 -0.1 -0.1
C -2.92412 -1.44188 0.97023 -0.2 0.1 0.1
C -2.08357 -1.63953 -0.12547 -0.3 0.1 0.1
C -2.43864 -1.13094 -1.37520 -0.3 0.1 0.2
C -3.61895 -0.40012 -1.51984 -0.2 0.1 0.1
C -1.58050 -1.37553 -2.55589 -0.4 0.3 -0.9
O -1.88930 -0.92731 -3.64924 0.2 -0.2 0.4
C -0.34763 -2.17854 -2.39362 0.3 -0.2 -0.1
C 0.44141 -2.46607 -3.50882 0.2 -0.2 0.0
C 1.60858 -3.20875 -3.36314 -0.2 0.1 0.1
C 1.99677 -3.65884 -2.10312 -0.2 0.1 0.1
C 1.21058 -3.37932 -0.99077 0.2 -0.1 -0.2
C 0.03132 -2.64655 -1.13568 0.3 -0.1 -0.2
C -0.81685 -2.38486 0.04907 0.2 -0.3 0.9
O -0.47985 -2.78241 1.15202 0.0 0.1 -0.3
H -5.37008 0.36522 -0.53884 0.1 -0.1 0.0
H -4.76405 -0.58174 1.67112 0.1 0.0 -0.1
H -2.66032 -1.84680 1.94217 0.1 0.0 -0.2
H -3.89387 0.00971 -2.48664 0.2 -0.1 0.1
H 0.14653 -2.11585 -4.49342 -0.1 0.0 0.2
H 2.21778 -3.43552 -4.23235 -0.1 0.0 0.1
H 2.91125 -4.23214 -1.98890 -0.1 0.1 0.0
H 1.51593 -3.73697 -0.01250 -0.2 0.1 -0.1
C 0.61872 1.24805 -3.41548 -0.1 0.2 0.1
C 1.87843 1.82533 -3.56308 -0.1 0.2 0.1
C 2.05770 3.18138 -3.31242 0.1 -0.2 -0.1
C 0.97347 3.96877 -2.92431 0.0 -0.3 -0.1
C -0.29277 3.39651 -2.79984 0.2 -0.3 -0.1
C -0.46651 2.03167 -3.03481 0.1 -0.2 -0.1
C -1.46117 4.23043 -2.43662 -0.9 -0.4 0.1
O -2.56764 3.73042 -2.32390 0.3 0.1 0.0
C -1.26669 5.68204 -2.22095 -0.1 0.4 0.1
C -2.36755 6.49098 -1.93456 0.0 0.3 0.1
C -2.19243 7.85371 -1.71737 0.1 -0.2 0.0
C -0.91722 8.41176 -1.77608 0.1 -0.2 0.0
C 0.18124 7.61031 -2.06656 -0.2 0.2 0.0
C 0.00704 6.24503 -2.29917 -0.2 0.3 0.1
C 1.17800 5.40735 -2.64265 0.9 0.4 -0.1
O 2.29394 5.89589 -2.69846 -0.3 -0.1 0.0
H 0.48127 0.18873 -3.60251 0.0 0.2 0.0
H 2.72217 1.21646 -3.87216 -0.1 0.1 0.0
H 3.04265 3.62372 -3.42433 -0.2 0.1 0.1
H -1.44663 1.57790 -2.92669 0.1 0.2 0.0
H -3.36359 6.06234 -1.88412 0.2 -0.1 0.0
H -3.05059 8.48170 -1.49995 0.1 -0.1 0.0
H -0.78025 9.47387 -1.59942 0.0 -0.1 0.0
H 1.17166 8.05178 -2.11567 -0.1 -0.2 0.0